The following is a DFT calculation (ωB97M-V with the def2-TZVPD basis set) of a 9-piece molecular cluster, C11H24BCl17 overall.

Cartesian coordinates (Å):
Cl  5.210  -0.383  1.032
Cl  -4.772  -4.092  -2.341
C  -3.786  -4.897  -1.108
H  6.426  2.859  -2.779
Cl  -1.604  -3.614  2.946
H  0.086  -0.013  -0.472
Cl  -3.450  0.437  6.563
H  1.769  0.355  4.198
Cl  0.447  -5.509  3.844
H  0.816  1.954  -1.463
Cl  -0.907  4.836  -3.783
H  -3.132  2.179  5.020
H  1.041  0.781  2.032
C  2.077  -0.615  3.794
H  0.094  -1.451  3.552
C  -2.378  4.885  -4.760
H  -3.349  -2.329  -5.250
C  4.938  1.067  0.060
H  -4.268  -2.050  -3.742
H  -3.199  4.521  -4.155
Cl  -2.765  6.520  -5.308
C  0.474  -0.146  1.879
Cl  3.357  1.796  0.366
H  1.525  -1.366  0.084
C  -0.944  -4.523  4.310
C  -3.585  1.197  4.970
Cl  -1.255  0.287  2.135
H  -3.280  -4.133  -0.530
H  1.073  2.760  -3.034
Cl  -3.786  -0.047  -4.888
Cl  -1.969  -1.829  -3.420
Cl  -2.572  -5.960  -1.822
H  -2.230  4.256  -5.629
H  -4.442  -5.490  -0.484
C  0.946  -1.183  2.932
Cl  -0.847  1.410  -3.015
Cl  1.963  0.585  -2.990
H  -1.718  -5.176  4.694
Cl  5.819  4.337  -1.055
B  0.715  -0.549  0.385
H  5.698  1.798  0.303
Cl  -5.267  1.381  4.459
H  4.978  0.793  -0.988
H  1.282  -2.079  2.408
H  -0.624  -3.816  5.066
H  6.000  4.476  -3.395
C  -3.452  -1.709  -4.368
H  -3.073  0.571  4.251
H  2.311  -1.262  4.640
C  0.792  1.836  -2.540
C  5.733  3.688  -2.701
H  2.970  -0.448  3.191
Cl  4.114  3.100  -3.092

HOMO-LUMO gap: 10.4 eV
SMILES: B[C@@H](Cl)CC.ClCCl.ClCCl.ClCCl.ClCCl.ClCCl.ClCCl.ClCCl.ClCCl
spin multiplicity: 1
net charge: 0
energy above the lowest of the compared OMol25 structures with the same formula, charge and spin: 0.000 eV